*i*
Entry from OMol25: a cluster of 2 separate species, C3H9S2 in total (ωB97M-V/def2-TZVPD).

The net charge is -1. For the LUMO energy, the calculation gives 3.54 eV. The HOMO energy comes out at -2.6 eV.

Element x y z (Å)
H (0.4005, -3.2548, 2.5151)
S (-0.0918, 0.9188, -2.3966)
H (-0.9435, -2.2480, 1.8533)
C (-1.5804, 1.5062, -1.5747)
H (-1.5586, 2.5776, -1.4176)
H (-2.4799, 1.2262, -2.1349)
C (0.1378, -2.3934, 1.8867)
H (1.8152, -1.2587, 2.6062)
C (0.7689, -1.0770, 2.3284)
H (0.2842, -0.7365, 3.2507)
H (-1.6818, 1.0200, -0.5924)
H (0.5972, 0.7249, -1.2616)
H (0.4624, -2.6038, 0.8668)
S (0.6282, 0.2214, 1.0740)

natural (NBO) atomic charge list, values in e, 4 entries: 0.168 -0.136 0.193 -0.750

---

*ii*
Entry from OMol25: a cluster of 2 separate species, C3H9S2 in total (ωB97M-V/def2-TZVPD).

The net charge is -1. For the LUMO energy, the calculation gives 3.12 eV. The HOMO energy comes out at -2.5 eV.

Element x y z (Å)
H (-3.7403, -0.2595, 2.4969)
H (-1.3066, -0.6997, 0.6618)
S (-0.6281, 1.4893, 1.0954)
C (1.4979, -0.0863, -0.9560)
H (2.3851, 0.5737, -0.6494)
H (2.8264, -0.5692, -3.0774)
H (-1.4118, -0.5073, 2.4651)
S (2.2980, -1.5218, -2.1147)
H (-3.7003, -0.0755, 0.6678)
C (-3.2323, 0.2233, 1.6911)
H (0.8583, 0.5512, -1.6047)
H (1.0744, -0.4153, -0.0023)
C (-1.6438, -0.0197, 1.5542)
H (-3.4338, 1.2186, 1.6153)

natural (NBO) atomic charge list, values in e, 4 entries: 0.179 0.177 -0.725 -0.641

---

*iii*
Entry from OMol25: a cluster of 2 separate species, C3H9S2 in total (ωB97M-V/def2-TZVPD).

The net charge is -1. For the LUMO energy, the calculation gives 3.40 eV. The HOMO energy comes out at -2.8 eV.

Element x y z (Å)
H (-1.0355, 1.7453, -1.7814)
H (-0.5744, 0.0140, -1.6370)
H (2.1972, -2.6639, -1.3077)
H (1.1421, 0.6260, 0.1048)
S (-0.9789, 1.0179, 1.1457)
C (0.2926, 1.2729, -0.1335)
H (0.6208, 2.3097, -0.0214)
H (-1.7459, -1.0881, 1.9759)
C (-0.2350, 1.0421, -1.5372)
H (-0.0089, -1.1163, 1.5343)
S (1.4130, -1.6697, -0.8577)
H (-1.2092, -1.2369, 0.2630)
C (-1.0037, -0.8000, 1.2347)
H (0.5457, 1.1486, -2.2942)

natural (NBO) atomic charge list, values in e, 4 entries: 0.180 0.240 0.098 0.265

---

Most stable structure - *iii*; separation to the second - 27.0 kJ/mol.

---

*i*
Entry from OMol25: a structure of composition C7H16N2 (ωB97M-V/def2-TZVPD).

The net charge is 0. For the LUMO energy, the calculation gives 0.85 eV. The HOMO energy comes out at -7.3 eV.

Element x y z (Å)
H (2.0077, -1.7506, 1.7926)
H (0.3256, 2.4537, 1.4505)
C (-0.2785, 2.6586, 0.5742)
H (-0.4887, -1.4476, 2.3976)
H (1.3869, 0.4540, -0.9139)
C (0.4391, 0.0732, -0.5389)
H (0.9154, 0.4310, 1.5058)
H (-1.1370, -0.9977, -1.2420)
H (-1.5711, -0.2695, 1.6128)
H (0.7240, -3.2947, 0.5457)
N (1.4837, -2.8088, 0.0858)
H (-2.3809, 1.5136, -1.5035)
H (-0.0412, -0.5492, -2.4136)
H (1.2579, -2.6636, -0.8926)
C (-1.4898, 2.1478, -1.4741)
H (-0.6206, 3.6923, 0.5320)
N (-0.1629, -0.8178, -1.4475)
C (-0.7648, -0.9822, 1.4499)
C (0.4338, -0.2885, 0.8520)
H (2.6892, -1.1272, 0.2658)
H (-1.8407, 3.1852, -1.4129)
H (-0.9736, 2.0102, -2.4296)
H (-1.1403, -1.7774, 0.8066)
C (1.8193, -1.5888, 0.7324)
C (-0.5925, 1.7441, -0.3350)

natural (NBO) atomic charge list, values in e, 4 entries: 0.178 0.185 -0.481 0.218

---

*ii*
Entry from OMol25: the molecule C7H16N2 (ωB97M-V/def2-TZVPD).

The net charge is 0. The SMILES is C=C[C@](C)(N)[C@@H](N)CC. For the LUMO energy, the calculation gives 0.98 eV. The HOMO energy comes out at -9.0 eV.

Element x y z (Å)
H (0.4303, -1.7918, -1.3345)
H (-0.4657, 1.9991, -0.0276)
N (0.3226, 0.8358, 1.9028)
H (-1.5099, -0.7905, 2.2309)
C (-2.5285, -0.2501, 0.4439)
C (0.1301, -0.7890, -1.6542)
H (-1.0771, 1.3701, -1.4228)
H (-2.5316, 0.8413, 0.4533)
C (3.0070, -0.3001, -0.4455)
H (-0.3815, 1.5640, 1.9479)
H (2.8276, -1.3291, -0.1464)
H (-3.4489, -0.5792, 0.9398)
H (1.2070, 1.3250, 1.7578)
H (-0.9315, -0.8319, -1.9072)
H (0.8193, -1.0349, 1.1442)
C (2.0072, 0.5697, -0.6335)
C (0.4360, 0.2543, -0.5729)
N (-0.2251, 1.5159, -0.8899)
H (-1.2778, -1.9161, 0.9330)
H (4.0398, -0.0149, -0.6306)
C (0.1326, -0.2192, 0.8907)
C (-1.3215, -0.8423, 1.1490)
H (-2.5970, -0.6039, -0.5872)
H (0.6627, -0.5602, -2.5857)
H (2.2739, 1.5779, -0.9553)

natural (NBO) atomic charge list, values in e, 4 entries: 0.217 0.354 -0.846 0.217

---

Most stable structure - *ii*; separation to the second - 204.8 kJ/mol.

---

*i*
Entry from OMol25: a cluster of 3 separate species, C7H16N2 in total (ωB97M-V/def2-TZVPD).

The net charge is 0. The SMILES is [H]/N=C\N.C=C(C)C.C=C. For the LUMO energy, the calculation gives 0.92 eV. The HOMO energy comes out at -8.5 eV.

Element x y z (Å)
H (2.2099, 2.3573, 2.3143)
H (0.5378, -1.4249, 1.5742)
C (-1.3008, 0.8063, 0.0771)
H (-1.1167, -1.9414, 1.1889)
H (-0.3886, 0.9861, 0.6737)
H (1.0774, 2.9142, -0.9656)
H (2.1403, -1.0822, -0.3414)
C (-0.9933, -1.7448, -1.5188)
H (0.2464, -3.0010, 0.8428)
H (-0.9455, -1.1104, -2.4023)
H (-0.8354, -2.7803, -1.8416)
H (-2.5197, 0.0851, 1.6356)
C (1.6123, 1.6948, 0.6048)
H (1.6250, 3.7447, 0.4143)
H (-3.3624, 0.3767, 0.0354)
H (1.4349, -0.6653, -1.9558)
N (1.9854, 1.5059, 1.7951)
C (-0.0818, -1.9604, 0.8585)
C (0.0583, -1.3682, -0.5146)
C (1.2491, -0.8373, -0.9036)
H (1.4929, 0.6723, -0.0646)
H (-1.2546, 1.1717, -0.9404)
N (1.5663, 2.8697, -0.0900)
C (-2.4475, 0.4097, 0.6074)
H (-1.9897, -1.6783, -1.0836)

natural (NBO) atomic charge list, values in e, 4 entries: 0.321 0.236 -0.381 0.215

---

*ii*
Entry from OMol25: a cluster of 2 separate species, C7H16N2 in total (ωB97M-V/def2-TZVPD).

The net charge is 0. The SMILES is [H]/N=C/CC.CC(C)=CN. For the LUMO energy, the calculation gives 1.02 eV. The HOMO energy comes out at -7.5 eV.

Element x y z (Å)
H (-0.7986, -2.0117, 1.7561)
H (1.8649, -1.3972, -1.8226)
H (-1.1425, 0.9519, -3.1260)
C (1.5101, 0.5776, 1.5690)
N (-2.3906, 0.1089, 0.5409)
H (0.1799, 2.0878, -2.7285)
C (0.6978, -0.6033, 1.1387)
H (1.9934, 1.0710, 0.7267)
H (0.8530, 1.2880, 2.0719)
C (0.7415, -1.1665, -0.1185)
H (-2.9849, -0.6752, 0.7994)
H (0.3179, 0.3683, -2.4148)
C (-0.9676, 1.3797, -1.0060)
N (1.9505, -1.1116, -0.8578)
C (-0.3715, 1.2080, -2.3990)
C (-0.1909, -1.2052, 2.1748)
H (-0.8808, -0.4510, 2.5544)
H (0.2926, -2.1531, -0.2344)
H (2.6594, -0.4648, -0.5413)
H (-2.2690, -0.2886, -1.4685)
H (0.3711, -1.6287, 3.0094)
H (-0.2697, 1.6631, -0.2223)
C (-1.7434, 0.0269, -0.5562)
H (2.3100, 0.2717, 2.2490)
H (-1.7327, 2.1540, -1.0944)

natural (NBO) atomic charge list, values in e, 4 entries: 0.209 0.380 0.199 -0.661

---

*iii*
Entry from OMol25: the molecule C7H16N2 (ωB97M-V/def2-TZVPD).

The net charge is 0. The SMILES is C=C[C@@](C)(N)[C@H](N)CC. For the LUMO energy, the calculation gives 0.99 eV. The HOMO energy comes out at -8.9 eV.

Element x y z (Å)
H (1.5226, -0.1818, -1.7727)
H (1.2991, 2.1916, -1.2393)
H (0.1065, -0.3855, 1.8307)
C (-1.5528, -1.7001, 0.2218)
H (1.6337, 0.4973, 1.9016)
N (1.1937, 2.0313, -0.2423)
C (2.0710, -1.3944, -0.1582)
H (2.1198, 2.0920, 0.1687)
C (1.4140, -0.3787, -0.7098)
H (-2.2485, -0.5975, -1.4703)
N (-1.7752, 1.4532, 0.0813)
H (-1.9540, 1.0635, 0.9987)
C (0.6301, 0.6949, 0.0089)
H (0.1103, 1.3779, 1.9801)
H (2.0569, -1.5913, 0.9003)
C (0.6117, 0.5246, 1.5282)
H (-1.5135, 2.4316, 0.1225)
H (2.6072, -2.1069, -0.7644)
C (-1.2972, -0.7821, -0.9654)
H (-0.6213, -2.0668, 0.6465)
H (-2.1193, -1.1947, 1.0011)
H (-0.6858, -1.2995, -1.7057)
H (-2.1385, -2.5593, -0.1014)
H (-0.6825, 1.1774, -1.6227)
C (-0.7879, 0.7030, -0.6381)

natural (NBO) atomic charge list, values in e, 4 entries: 0.194 0.354 0.216 -0.617

---

Most stable structure - *iii*; separation to the second - 196.7 kJ/mol.